ORCA calculation (the ωB97M-V functional and the def2-TZVPD basis) on a molecular structure, C26H44BeF6N3O4S2Si4Te in a non-equilibrium geometry.

Computed properties:
Total energy = -117522.0910 eV
LUMO level = 1.1 eV
Highest occupied orbital energy = -3.9 eV
Kohn-Sham gap = 5.04 eV
Charge = -1

XYZ file:
```
91
Properties=species:S:1:pos:R:3:forces:R:3
Be 0.441079 -0.819169 -0.695020 0.4 0.3 0.1
C -3.102715 -3.502461 -0.017693 -0.1 -0.1 -0.1
C -2.550162 -2.767648 -1.244792 -0.1 0.1 0.3
C -3.218584 -1.442881 -1.530990 0.1 -0.3 -0.1
C -4.607529 -1.359125 -1.571548 -0.1 0.1 -0.1
C -5.254371 -0.170769 -1.880294 0.1 -0.1 -0.1
C -4.502792 0.958449 -2.156549 0.0 -0.1 -0.1
C -3.110798 0.920242 -2.135478 0.2 0.0 0.1
C -2.362693 2.208577 -2.427155 -0.1 -0.2 -0.1
C -2.477182 2.636478 -3.894265 0.0 0.0 0.1
C -2.466352 -0.294047 -1.820673 -0.1 0.1 -0.2
N -1.036841 -0.335922 -1.803423 0.2 -0.1 -0.2
C -0.431775 -0.177825 -2.945917 -0.1 0.0 0.1
C 0.973893 -0.012051 -2.957925 0.0 0.1 0.0
C 1.930199 0.200138 -3.953917 0.0 -0.1 0.0
C 3.147339 0.341315 -3.281145 -0.1 0.0 0.1
C 2.866420 0.201589 -1.910152 0.1 0.1 -0.1
N 1.562894 -0.003343 -1.714320 -0.4 -0.1 -0.1
H -2.403762 -4.296051 0.248056 -0.2 0.1 0.0
H -3.175073 -2.823439 0.831956 0.0 0.0 0.0
H -4.087340 -3.941347 -0.199257 -0.1 0.1 0.0
H -2.658538 -3.413152 -2.122099 0.0 0.0 0.0
H -1.482069 -2.626197 -1.107397 -0.1 0.0 -0.1
H -5.193089 -2.251880 -1.380077 0.1 0.0 0.1
H -6.337864 -0.128116 -1.901767 0.0 0.0 0.0
H -4.999083 1.898157 -2.385006 0.0 -0.1 0.0
H -1.312945 2.106784 -2.163379 0.0 0.1 0.1
H -2.783889 2.995003 -1.795803 0.0 0.0 0.0
H -1.945346 1.941677 -4.546961 0.0 0.0 0.0
H -2.049747 3.630357 -4.042564 0.0 0.0 0.0
H -3.522039 2.661899 -4.209772 0.0 0.0 0.0
H -0.998181 -0.166229 -3.877042 0.0 0.1 0.0
H 1.758482 0.213894 -5.021052 0.0 0.1 0.1
H 4.118887 0.513265 -3.719280 0.0 0.0 0.0
H 3.559948 0.260626 -1.081590 -0.1 -0.1 0.0
F 2.756972 -1.112686 2.653502 0.0 -0.3 -0.1
C 1.584120 -0.799848 3.154190 -0.2 0.8 0.1
F 1.398255 -1.350148 4.335826 0.0 -0.3 0.0
F 1.568425 0.545642 3.327729 0.1 -0.2 0.0
S 0.158911 -1.162188 1.983438 0.1 -0.2 0.7
O 0.547945 -0.199239 0.897968 -0.2 -0.4 -0.1
O -0.896306 -0.422537 2.858733 0.0 0.1 -1.1
N -0.322096 -2.518148 1.670618 0.7 0.1 0.2
S 0.636880 -3.539371 0.403770 -0.4 0.5 -0.8
O 0.629126 -2.334085 -0.675542 0.0 -0.8 0.3
O -0.381057 -4.452185 -0.088533 0.7 0.1 0.1
C 1.355255 -4.823133 2.355836 0.5 -0.1 0.2
F 2.449000 -5.348072 1.633952 0.0 0.1 0.1
F 1.984271 -3.730228 3.042810 0.0 -0.2 0.0
F 1.248147 -5.758914 3.373983 -0.2 0.1 0.1
C -3.977635 1.717534 6.482290 -0.3 0.0 -0.2
Si -2.677712 1.008982 5.315027 0.2 0.2 0.5
C -1.922287 -0.459441 6.192805 0.0 -0.3 -0.2
C -1.376137 2.325533 5.048909 0.1 0.0 -0.4
Si -3.810684 0.416954 3.360050 -0.4 0.0 -0.1
Te -2.302965 0.131537 1.358415 -0.5 0.5 1.0
Si -5.105430 -1.518701 3.560329 -0.4 -0.3 0.0
C -6.176122 -1.634744 2.016438 0.1 0.2 -0.2
C -6.274443 -1.330102 5.027073 0.1 0.2 0.2
C -4.137324 -3.101254 3.766220 0.4 0.1 0.0
Si -5.136364 2.194928 2.608688 -0.2 0.4 -0.3
C -6.727501 2.415714 3.584757 0.0 -0.2 0.2
C -5.531110 1.914306 0.790610 0.1 -0.4 0.1
C -4.157069 3.798904 2.662606 0.3 0.0 0.2
H -3.542139 1.925993 7.464689 0.0 0.0 -0.1
H -4.805755 1.011819 6.622412 0.1 0.1 0.0
H -4.401550 2.650859 6.092626 0.0 -0.1 0.1
H -1.432449 -0.149610 7.120285 -0.1 0.1 0.0
H -1.174975 -0.945881 5.559188 0.0 0.0 0.1
H -2.684476 -1.205182 6.442337 0.1 0.0 0.0
H -0.890268 2.597560 5.989916 -0.1 0.0 0.0
H -1.808176 3.229089 4.608171 0.0 0.0 0.0
H -0.607194 1.953215 4.364646 0.0 0.1 0.1
H -6.984045 -0.894083 2.045003 0.1 -0.1 0.0
H -6.622365 -2.627380 1.907551 0.0 0.0 0.1
H -5.576888 -1.435611 1.119914 -0.1 -0.1 0.0
H -6.811818 -0.375670 4.977571 0.0 -0.1 0.0
H -5.721202 -1.349785 5.973423 -0.1 0.0 -0.1
H -7.013856 -2.136900 5.053375 0.1 0.0 0.0
H -3.331188 -3.173613 3.027001 -0.1 -0.1 0.1
H -4.783470 -3.975025 3.646473 0.0 0.1 0.0
H -3.672489 -3.153961 4.755882 0.0 0.0 -0.1
H -7.400282 1.565457 3.425689 0.0 0.1 0.0
H -7.256804 3.328205 3.294001 0.1 0.0 0.0
H -6.512952 2.471956 4.657989 -0.1 0.0 -0.1
H -6.119255 1.002871 0.632873 0.1 0.1 0.0
H -4.587760 1.778951 0.241379 -0.2 0.1 0.0
H -6.068239 2.752175 0.336888 0.1 0.0 0.1
H -4.015488 4.162021 3.686448 0.0 0.0 -0.1
H -4.645471 4.587945 2.083347 0.0 -0.1 0.0
H -3.166247 3.624816 2.228375 -0.1 0.1 0.0
```
Positions in Å, forces in eV/Å.

***

ORCA calculation (the ωB97M-V functional and the def2-TZVPD basis) on 3 unconnected molecules or ions with the total composition C5H15NO2 in a non-equilibrium geometry.

Computed properties:
SMILES = CC/C=C/NC.O.O
Total energy = -11011.0983 eV
LUMO level = 0.6 eV
Highest occupied orbital energy = -7.5 eV
Kohn-Sham gap = 8.14 eV
Charge = 0

XYZ file:
```
23
Properties=species:S:1:pos:R:3:forces:R:3
C 1.408467 0.057201 -2.780254 0.4 0.2 1.2
C 1.515845 -1.006883 -1.667840 0.9 -2.2 -0.7
C 1.322437 -0.419570 -0.303897 0.4 -1.0 0.2
C 1.951975 -0.798104 0.834892 -1.0 -0.3 -2.7
N 1.775353 -0.099449 2.004840 -0.9 -0.4 1.7
C 1.745306 -0.926278 3.264233 -3.5 1.1 -0.5
H 2.264442 0.790771 -2.644093 -1.4 -0.5 -0.3
H 1.385648 -0.292815 -3.784630 0.7 -0.8 -0.8
H 0.396475 0.459581 -2.738099 0.2 0.9 0.5
H 2.475118 -1.566532 -1.719662 0.2 0.9 0.1
H 0.924552 -1.954864 -1.863893 -0.6 1.4 0.1
H 0.524457 0.298907 -0.289530 -0.1 0.7 0.4
H 2.555782 -1.750634 0.746506 -0.2 1.5 0.8
H 0.960333 0.593308 2.014615 1.8 -1.5 -0.5
H 0.655084 -0.737876 3.649482 2.2 0.1 0.3
H 2.540963 -0.547654 3.873941 0.1 -0.4 0.9
H 1.626529 -2.021980 3.186251 1.0 0.4 -0.6
H -3.274177 2.375405 2.296996 -0.4 0.4 -0.9
H -3.507511 3.417643 1.170081 0.6 1.5 -0.3
O -3.753049 2.567260 1.464027 -0.2 -1.9 1.2
H -3.682204 -0.723788 -3.098928 -0.2 0.5 0.4
H -4.865330 -0.087212 -2.242353 3.0 0.4 -0.9
O -3.880928 0.058451 -2.548199 -2.8 -0.9 0.5
```
Positions in Å, forces in eV/Å.

***

ORCA calculation (the ωB97M-V functional and the def2-TZVPD basis) on 3 unconnected molecules or ions with the total composition C18H46BN3O4.

Computed properties:
SMILES = CCNB[C@@H](C)CC.COCCNCCOC.COCCNCCOC
Total energy = -32746.1072 eV
LUMO level = 0.6 eV
Highest occupied orbital energy = -8.6 eV
Kohn-Sham gap = 9.20 eV
Charge = 0

XYZ file:
```
72
Properties=species:S:1:pos:R:3:forces:R:3
C 0.149639 -2.056361 -1.830283 -0.1 0.1 0.1
C 1.461142 -1.822096 -2.563663 0.0 0.2 -0.3
N 1.864115 -0.396875 -2.478354 0.2 -0.3 0.6
B 3.237228 -0.025031 -2.650829 -0.2 0.3 0.1
C 4.014595 0.033254 -4.010027 0.3 -0.3 -0.3
C 4.872065 -1.216378 -4.247256 0.1 -0.2 0.0
C 3.207011 0.420814 -5.261000 -0.1 0.3 0.1
C 2.462392 -0.692580 -5.981025 0.2 -0.1 -0.1
H 0.317291 -2.455950 -0.833465 0.0 0.0 0.1
H -0.496962 -2.750578 -2.359626 0.0 -0.1 0.0
H -0.390813 -1.116067 -1.730688 -0.1 0.1 0.0
H 1.360867 -2.121808 -3.596551 0.0 0.0 -0.3
H 2.237075 -2.461843 -2.137968 0.0 -0.1 0.0
H 1.503396 -0.042422 -1.600008 0.1 -0.1 0.1
H 3.839234 0.335985 -1.663031 -0.1 0.3 -0.1
H 4.730874 0.843173 -3.841799 0.0 0.1 0.0
H 5.634031 -1.336150 -3.478934 0.0 0.0 0.1
H 4.271368 -2.125071 -4.256091 -0.1 -0.1 0.0
H 5.391538 -1.171851 -5.204849 0.0 0.1 -0.1
H 2.495967 1.202123 -4.988964 0.0 0.1 0.1
H 3.899751 0.876710 -5.971355 0.0 0.1 -0.1
H 2.100922 -1.434299 -5.288995 -0.2 -0.3 0.2
H 3.115294 -1.200707 -6.688085 0.0 -0.1 0.0
H 1.602897 -0.321685 -6.532707 0.0 0.1 -0.1
C 1.345684 3.505914 -0.987872 0.1 -0.1 0.0
O 0.224299 3.958939 -1.711386 -0.1 0.0 0.0
C -0.361909 2.955353 -2.532614 0.2 -0.2 -0.1
C -1.712860 2.534282 -2.010792 -0.2 0.0 0.0
N -1.575961 1.861723 -0.730106 0.1 0.1 0.0
C -2.824286 1.482793 -0.081540 0.1 -0.1 -0.1
C -3.766175 2.598637 0.334123 -0.1 0.1 -0.1
O -3.243625 3.418986 1.362691 0.1 0.0 0.1
C -2.507876 4.546495 0.940024 0.0 0.0 -0.1
H 1.797717 4.365026 -0.496750 0.0 0.0 0.0
H 1.074444 2.762172 -0.228840 0.0 0.0 0.0
H 2.083916 3.050848 -1.657782 0.1 0.0 0.0
H 0.297670 2.081185 -2.565149 0.0 0.0 -0.1
H -0.456693 3.351163 -3.547228 0.0 0.1 0.0
H -2.157790 1.836093 -2.727461 0.0 0.0 0.0
H -2.359979 3.424846 -1.977977 0.0 0.0 0.0
H -1.047955 2.461095 -0.107737 0.0 0.0 0.1
H -2.563526 0.911208 0.809162 0.0 -0.1 0.0
H -3.367089 0.812526 -0.757436 0.0 0.0 0.0
H -4.671441 2.138870 0.739345 0.0 0.0 0.0
H -4.067125 3.226537 -0.515048 0.0 0.0 0.0
H -2.901364 4.942115 -0.002002 0.0 0.0 0.0
H -1.443099 4.335985 0.795649 0.0 0.0 0.0
H -2.607687 5.309674 1.711057 0.0 0.0 0.0
C -2.789677 -3.030271 6.661023 0.0 -0.1 0.1
O -1.561871 -2.355372 6.504299 0.0 0.1 -0.1
C -0.460685 -3.190364 6.175389 -0.1 -0.2 0.1
C 0.103086 -2.813079 4.829227 0.1 0.1 -0.1
N -0.852669 -3.103233 3.775544 -0.2 0.1 0.1
C -0.462107 -2.659034 2.446603 0.1 -0.1 0.0
C -0.316985 -1.164543 2.214744 0.1 0.1 0.1
O -1.533384 -0.454446 2.317626 -0.2 -0.1 0.0
C -1.872892 0.032722 3.601526 0.1 0.1 0.0
H -3.526410 -2.282591 6.946935 0.0 0.0 0.0
H -3.117097 -3.522824 5.738034 0.0 0.0 0.0
H -2.733953 -3.789847 7.448214 0.0 0.0 0.0
H -0.782377 -4.236293 6.162168 0.1 0.0 0.0
H 0.310839 -3.073079 6.941927 0.0 0.0 0.0
H 1.010225 -3.399342 4.650730 0.0 0.0 0.0
H 0.402916 -1.754827 4.878619 0.0 0.0 0.0
H -1.742372 -2.684165 4.020722 0.0 0.0 0.0
H -1.197042 -3.035768 1.731088 0.0 0.0 0.0
H 0.495492 -3.131717 2.199232 0.0 0.0 0.0
H 0.035154 -1.015205 1.191455 0.0 0.0 0.0
H 0.425080 -0.715336 2.887826 0.0 -0.1 0.0
H -0.975295 0.264716 4.182697 0.0 0.0 0.0
H -2.479539 -0.671661 4.178642 0.0 0.0 0.0
H -2.446640 0.948790 3.456951 0.0 0.0 0.0
```
Positions in Å, forces in eV/Å.

***

ORCA calculation (the ωB97M-V functional and the def2-TZVPD basis) on a gas-phase ion, C10H19N4 (charge +1) in a non-equilibrium geometry.

Computed properties:
SMILES = [H]/N=C1/C[N@@H+]2CCCN2[C@H]1N1CCCC1
Total energy = -16628.3743 eV
LUMO level = -3.0 eV
Highest occupied orbital energy = -12.3 eV
Kohn-Sham gap = 9.27 eV
Charge = +1

XYZ file:
```
33
Properties=species:S:1:pos:R:3:forces:R:3
C 1.144090 -1.379431 -0.746403 1.0 -0.2 0.1
C 2.302510 -0.352301 -0.576309 -2.9 1.2 -1.5
C -2.683679 0.524389 -2.424892 -3.0 -3.7 1.7
C -3.040087 0.891424 -0.954302 2.6 -2.6 0.2
C 1.587376 -0.044468 3.066080 -0.9 2.5 -1.8
C -1.414240 -0.322503 -2.252481 1.7 1.9 -1.5
C -1.608949 1.250000 -0.450062 -1.6 1.0 -0.7
C 0.249804 -0.376048 2.328142 1.0 -0.2 1.9
C 2.520914 -0.358808 1.945544 -0.3 1.1 0.6
C -0.154863 -0.715355 -0.172339 2.2 2.0 0.0
N 1.479825 -2.514480 -1.193249 0.3 1.1 0.2
N -0.652695 0.334922 -1.097670 -1.0 -2.2 0.1
N 0.381625 0.118568 0.991333 1.1 0.4 -1.5
N 1.844055 0.316434 0.773839 3.1 -0.9 -0.6
H 3.324101 -0.823647 -0.611598 -1.1 0.9 0.4
H 2.028476 0.430441 -1.446194 1.2 -1.5 2.1
H -3.607988 0.062672 -2.946928 1.7 0.0 0.9
H -2.495796 1.289646 -3.065357 0.8 2.8 -1.2
H -3.669004 1.707877 -0.834206 -1.4 1.3 0.2
H -3.374420 -0.021892 -0.351208 0.0 1.1 -1.1
H 1.645890 1.113228 3.191553 -0.3 -2.0 0.4
H 1.821873 -0.581513 3.954768 -0.2 -0.3 0.7
H -1.389457 -1.394482 -2.342607 -0.8 -0.7 1.2
H -0.753441 -0.139071 -3.102519 -0.1 0.4 -0.4
H -1.543144 2.317105 -0.741458 1.0 -0.5 -0.3
H -1.490340 1.270718 0.606643 -0.1 -0.2 0.8
H 0.146474 -1.443802 2.309561 -0.4 -0.7 0.3
H -0.523471 0.117532 2.886644 -0.8 0.0 -0.2
H 3.438241 0.119754 2.122734 1.5 0.6 -0.2
H 2.684662 -1.397122 1.882760 -0.1 -1.3 -0.9
H -0.771879 -1.513871 0.218387 -0.8 0.1 0.1
H 0.826274 -3.252221 -1.385248 -0.9 0.0 0.2
H 2.302931 1.293698 0.833743 -2.2 -1.3 -0.4
```
Positions in Å, forces in eV/Å.

***

ORCA calculation (the ωB97M-V functional and the def2-TZVPD basis) on a molecular structure, C4H4LiO2 in a non-equilibrium geometry.

Computed properties:
Total energy = -8510.2725 eV
LUMO level = 2.6 eV
Highest occupied orbital energy = -1.3 eV
Kohn-Sham gap = 3.83 eV
Charge = -1

XYZ file:
```
11
Properties=species:S:1:pos:R:3:forces:R:3
O 1.332159 -1.497280 0.214278 0.0 0.8 -0.3
C 0.085886 -1.099733 0.405778 0.4 1.3 -0.8
H -0.475417 -1.605844 1.228575 0.4 0.3 0.0
C -0.819426 -0.636725 -0.693935 0.2 0.7 -0.6
C -1.562198 0.534200 -0.080124 -0.3 -0.8 1.1
C -0.236481 0.766178 0.580553 -1.4 -0.5 0.7
O 0.369455 1.886884 0.482603 1.6 -1.0 -1.0
Li 1.698491 0.494465 -0.587111 -1.1 -0.8 1.0
H -0.598122 -0.600699 -1.764374 0.5 -0.2 0.3
H -2.283799 0.171499 0.675042 -0.4 0.4 -0.3
H -1.964111 1.357307 -0.690160 0.1 -0.3 0.0
```
Positions in Å, forces in eV/Å.

***

ORCA calculation (the ωB97M-V functional and the def2-TZVPD basis) on 2 unconnected molecules or ions with the total composition C5H10N2O in a non-equilibrium geometry.

Computed properties:
SMILES = CCc1cnc[nH]1.O
Total energy = -10374.6307 eV
LUMO level = 0.6 eV
Highest occupied orbital energy = -8.9 eV
Kohn-Sham gap = 9.52 eV
Charge = 0

XYZ file:
```
18
Properties=species:S:1:pos:R:3:forces:R:3
N -1.227577 -0.939448 1.434218 2.3 0.2 -0.6
C -1.371117 -1.410598 0.206638 -0.6 1.2 1.0
C -0.011717 -0.159828 1.361098 -0.9 -0.7 -0.9
C 0.470533 -0.128718 0.053808 -0.8 0.4 1.5
N -0.464617 -0.864308 -0.635371 0.6 -0.5 -1.9
C 2.699382 -0.184088 -1.189641 0.6 -1.5 -0.7
C 1.607323 0.627992 -0.609461 -1.0 1.3 1.0
H -2.163566 -2.087737 -0.112092 0.3 0.4 0.0
H 0.448783 0.314312 2.227828 -0.4 -0.2 -0.2
H -0.526887 -0.867438 -1.656471 0.1 -0.4 0.7
H 2.283432 -0.698848 -2.072041 0.5 -0.1 0.2
H 3.024612 -0.944338 -0.459681 0.0 0.2 -0.4
H 3.580242 0.399722 -1.505661 -0.5 -0.1 0.1
H 2.062042 1.297481 0.145828 -0.6 -0.1 -0.2
H 1.165103 1.264012 -1.400271 0.2 0.0 0.4
O -4.254716 1.433701 1.461588 1.1 0.2 -0.3
H -3.674146 2.211151 1.625188 -0.6 -0.9 -0.2
H -3.647106 0.736972 1.124488 -0.5 0.7 0.5
```
Positions in Å, forces in eV/Å.

***

Q: charge of number 6 (C5H10N2O)?
A: 0